No. 1
Below is a molecular structure, C11H17B2N7Pd, with properties calculated with the ωB97M-V functional and the def2-TZVPD basis.

Geometry (Å):
Pd (0.01, -1.56, 1.29)
N (0.71, -1.01, 3.14)
N (-0.36, 1.84, -2.02)
N (-1.07, 2.42, -0.98)
N (1.55, -0.57, 0.21)
N (1.49, 0.09, -1.02)
N (-0.68, -0.90, -1.76)
N (-0.77, -1.75, -0.65)
C (-1.56, -2.80, -1.01)
C (0.67, -0.37, 4.13)
C (2.84, -0.57, 0.60)
C (-1.93, -2.65, -2.35)
C (-0.91, 3.94, -2.64)
C (-1.80, -1.65, 2.08)
C (-1.32, -1.49, -2.81)
C (3.63, 0.01, -0.41)
C (-0.27, 2.75, -3.04)
C (2.76, 0.36, -1.43)
C (-1.38, 3.67, -1.34)
B (0.62, 0.49, 5.44)
B (0.25, 0.34, -1.94)
H (-1.91, 4.34, -0.68)
H (-0.94, -2.45, 2.16)
H (2.93, 0.78, -2.41)
H (-1.02, 4.86, -3.19)
H (3.17, -0.93, 1.57)
H (-1.76, -0.79, 1.38)
H (-1.28, -1.06, -3.80)
H (4.68, 0.18, -0.39)
H (0.69, 0.25, -3.08)
H (1.64, 1.16, 5.48)
H (-2.56, -3.31, -2.93)
H (-0.37, 1.22, 5.48)
H (-1.85, -3.60, -0.34)
H (0.58, -0.28, 6.40)
H (-1.99, -1.25, 3.07)
H (-2.67, -2.20, 1.74)
H (0.19, 2.53, -3.99)

Values from the calculation:
net charge: +4
multiplicity: 5
maximum force: 6.468 eV/A
energy: -26890.786 eV
frontier orbital gap (alpha / beta): 8.25 / 5.06 eV

Partial charges, natural (NBO), in e:
1. Pd 0.966
2. N -0.519
3. N -0.385
4. N -0.074
5. N -0.262
6. N -0.272
7. N -0.275
8. N -0.242
9. C 0.065
10. C 0.408
11. C 0.074
12. C 0.051
13. C -0.043
14. C -0.838
15. C 0.168
16. C 0.051
17. C 0.224
18. C 0.157
19. C -0.049
20. B -0.348
21. B 0.533
22. H 0.291
23. H 0.263
24. H 0.299
25. H 0.303
26. H 0.299
27. H 0.255
28. H 0.303
29. H 0.307
30. H 0.022
31. H 0.137
32. H 0.314
33. H 0.226
34. H 0.298
35. H 0.405
36. H 0.308
37. H 0.306
38. H 0.274

---

No. 2
Below is 2 unconnected molecules or ions with the total composition C9H14O, with properties calculated with the ωB97M-V functional and the def2-TZVPD basis.

Geometry (Å):
O (0.22, -1.07, 2.72)
C (3.54, 0.08, -0.99)
C (-1.73, -1.01, -0.28)
C (-2.55, 0.96, -1.60)
C (-1.83, 0.40, -0.44)
C (-0.56, -0.71, 1.72)
C (-1.40, 1.25, 0.61)
C (-0.82, 0.70, 1.71)
C (2.20, 0.06, -0.29)
C (-1.13, -1.61, 0.80)
H (-1.22, -2.68, 0.87)
H (1.94, 0.87, 0.39)
H (4.33, 0.27, -0.28)
H (-2.10, 0.71, -2.56)
H (-3.58, 0.56, -1.61)
H (2.05, -0.83, 0.34)
H (1.40, -0.03, -1.04)
H (-1.45, 2.34, 0.56)
H (-0.51, 1.26, 2.59)
H (0.85, -1.78, 2.52)
H (-2.11, -1.63, -1.09)
H (3.49, 0.80, -1.80)
H (-2.77, 2.01, -1.44)
H (3.72, -0.90, -1.43)

Values from the calculation:
net charge: +1
multiplicity: 2
maximum force: 1.490 eV/A
energy: -11599.103 eV
frontier orbital gap (alpha / beta): 10.08 / 7.22 eV

Partial charges, natural (NBO), in e:
1. O -0.574
2. C -0.607
3. C -0.141
4. C -0.684
5. C 0.189
6. C 0.463
7. C -0.199
8. C -0.158
9. C -0.598
10. C -0.256
11. H 0.270
12. H 0.200
13. H 0.217
14. H 0.274
15. H 0.271
16. H 0.171
17. H 0.191
18. H 0.255
19. H 0.266
20. H 0.527
21. H 0.246
22. H 0.216
23. H 0.248
24. H 0.213

---

No. 3
Below is a molecular structure, CH2ClNO2S2, with properties calculated with the ωB97M-V functional and the def2-TZVPD basis.

Geometry (Å):
Cl (1.88, -1.87, 0.43)
S (2.76, 0.09, -0.16)
S (0.97, 2.82, 0.27)
O (3.50, -0.16, -1.37)
O (3.54, 0.54, 0.96)
N (-0.05, 0.37, -0.26)
C (0.80, 1.31, -0.12)
H (0.36, -0.57, -0.04)
H (-0.88, 0.83, 0.14)

Values from the calculation:
maximum force: 2.722 eV/A
energy: -40845.377 eV
frontier orbital gap: 8.27 eV

Partial charges, natural (NBO), in e:
1. Cl -0.363
2. S 1.808
3. S 0.185
4. O -0.868
5. O -0.881
6. N -0.800
7. C 0.044
8. H 0.444
9. H 0.430

---

No. 4
Below is 2 unconnected molecules or ions with the total composition C32H26N2O, with properties calculated with the ωB97M-V functional and the def2-TZVPD basis.

Geometry (Å):
O (2.50, 1.42, 1.39)
N (-0.81, 1.04, -0.38)
N (0.46, -3.10, 3.20)
C (1.49, 2.15, -0.60)
C (-0.45, -5.46, 3.12)
C (-1.23, -3.59, 1.75)
C (5.31, 4.75, 1.13)
C (2.63, 4.80, 0.39)
C (-4.47, -2.18, -2.13)
C (-0.37, -4.13, 2.73)
C (-2.24, -2.51, -1.22)
C (2.95, 4.16, -3.46)
C (-1.55, -1.21, 0.84)
C (1.64, 2.87, -1.85)
C (3.25, 3.57, 0.64)
C (3.36, 5.99, 0.39)
C (-3.65, -0.75, -0.34)
C (2.43, 2.29, 0.52)
C (4.56, 3.56, 1.12)
C (-1.42, -6.27, 2.50)
C (-2.44, -1.48, -0.25)
C (1.37, -3.22, 4.32)
C (-4.66, -1.14, -1.21)
C (0.30, 1.46, -0.39)
C (0.19, -1.95, 2.50)
C (-0.86, -2.18, 1.58)
C (1.78, 4.47, -4.17)
C (-2.29, -4.35, 1.28)
C (-3.24, -2.86, -2.11)
C (0.55, 3.93, -3.77)
C (4.71, 5.97, 0.78)
C (-5.58, -2.59, -3.05)
C (0.48, 3.12, -2.64)
C (-2.34, -5.72, 1.59)
C (2.89, 3.33, -2.34)
H (-5.61, -0.62, -1.20)
H (5.26, 6.90, 0.82)
H (-0.49, 2.71, -2.31)
H (0.20, -5.87, 3.87)
H (-5.28, -2.49, -4.10)
H (-1.65, -0.22, 1.32)
H (1.56, 4.81, 0.16)
H (0.70, -1.02, 2.66)
H (-3.10, -6.35, 1.11)
H (6.36, 4.73, 1.41)
H (3.79, 3.04, -1.80)
H (-6.46, -1.96, -2.88)
H (2.34, -2.74, 4.08)
H (0.98, -2.73, 5.22)
H (-3.06, -3.87, 0.68)
H (-5.90, -3.63, -2.90)
H (-0.36, 4.12, -4.32)
H (-3.09, -3.69, -2.80)
H (1.52, -4.28, 4.53)
H (1.82, 5.12, -5.04)
H (-1.28, -3.04, -1.22)
H (-3.78, 0.11, 0.32)
H (4.99, 2.62, 1.47)
H (2.87, 6.92, 0.09)
H (-1.49, -7.34, 2.72)
H (3.91, 4.57, -3.76)

Values from the calculation:
maximum force: 1.656 eV/A
energy: -38630.961 eV
frontier orbital gap: 3.70 eV

Partial charges, natural (NBO), in e:
1. O -0.648
2. N -0.568
3. N -0.319
4. C -0.492
5. C -0.259
6. C -0.072
7. C -0.227
8. C -0.186
9. C 0.032
10. C 0.199
11. C -0.122
12. C -0.212
13. C 0.162
14. C 0.098
15. C -0.117
16. C -0.209
17. C -0.114
18. C 0.536
19. C -0.183
20. C -0.199
21. C -0.158
22. C -0.410
23. C -0.187
24. C 0.400
25. C 0.159
26. C -0.224
27. C -0.264
28. C -0.180
29. C -0.236
30. C -0.198
31. C -0.218
32. C -0.641
33. C -0.271
34. C -0.217
35. C -0.250
36. H 0.212
37. H 0.210
38. H 0.220
39. H 0.220
40. H 0.233
41. H 0.257
42. H 0.226
43. H 0.260
44. H 0.223
45. H 0.209
46. H 0.213
47. H 0.221
48. H 0.234
49. H 0.221
50. H 0.232
51. H 0.229
52. H 0.202
53. H 0.221
54. H 0.221
55. H 0.204
56. H 0.230
57. H 0.229
58. H 0.224
59. H 0.212
60. H 0.224
61. H 0.207

---

No. 5
Below is a molecular structure, C4H5NO, with properties calculated with the ωB97M-V functional and the def2-TZVPD basis.

Geometry (Å):
O (-1.43, 0.23, 1.21)
N (1.03, -0.15, 1.05)
C (-0.31, -0.48, 1.30)
C (-0.11, -0.04, -0.98)
C (1.21, -0.01, -0.21)
C (-1.04, 0.73, -0.06)
H (-0.47, -1.54, 1.34)
H (-0.06, 0.50, -1.94)
H (-0.64, 1.73, 0.12)
H (2.21, 0.10, -0.63)
H (-0.39, -1.08, -1.21)

Values from the calculation:
maximum force: 1.976 eV/A
energy: -7761.314 eV
frontier orbital gap (alpha / beta): 7.95 / 8.67 eV

Partial charges, natural (NBO), in e:
1. O -0.415
2. N -0.432
3. C 0.290
4. C -0.566
5. C 0.155
6. C -0.019
7. H 0.164
8. H 0.244
9. H 0.144
10. H 0.194
11. H 0.241

---

No. 6
Below is a molecular structure, C24H52F2GdO12P3, with properties calculated with the ωB97M-V functional and the def2-TZVPD basis.

Geometry (Å):
Gd (0.52, -0.29, 1.13)
P (-1.79, -0.33, -1.58)
P (-3.13, -0.15, 1.05)
P (3.17, 0.30, 0.52)
F (0.47, -2.54, 0.63)
F (-0.70, -3.07, 2.50)
O (-1.80, 0.26, -3.04)
O (2.73, -0.84, 1.39)
O (4.41, -0.19, -0.35)
O (-3.82, 0.89, 2.00)
O (3.70, 1.53, 1.36)
O (-4.06, -1.40, 0.90)
O (-1.78, -0.44, 1.57)
O (-0.45, -0.26, -0.97)
O (-0.33, 2.93, 2.50)
O (0.63, 0.91, 3.12)
O (-2.44, -1.75, -1.72)
O (2.02, 0.83, -0.30)
C (4.79, 0.26, 3.18)
C (-2.62, -2.76, -3.91)
C (0.01, 1.88, 2.10)
C (-1.90, 2.54, -3.81)
C (-0.46, -2.94, -2.59)
C (6.06, 1.83, 1.70)
C (4.73, 1.56, 2.38)
C (-5.06, 1.64, 1.87)
C (-4.79, 2.93, 1.11)
C (0.71, 1.27, 4.49)
C (-1.97, -2.87, -2.55)
C (3.66, -0.50, -2.64)
C (-3.84, -2.61, 1.72)
C (-3.04, 0.55, -0.61)
C (-6.20, 0.83, 1.29)
C (4.33, 2.72, 3.28)
C (-3.32, -3.69, 0.80)
C (4.69, 0.17, -1.73)
C (0.07, 1.04, -4.33)
C (4.67, 1.69, -1.91)
C (6.08, -0.38, -1.99)
C (-5.16, -2.94, 2.38)
C (-0.98, 1.45, -3.32)
C (0.53, -2.49, 2.16)
H (-5.29, 1.89, 2.90)
H (6.38, -0.18, -3.01)
H (-4.04, -3.88, 0.00)
H (2.66, -0.16, -2.39)
H (-0.16, 0.91, 5.02)
H (-4.00, 0.51, -1.13)
H (-2.36, -3.40, 0.38)
H (6.34, 1.00, 1.05)
H (4.26, 3.64, 2.69)
H (5.45, 2.15, -1.30)
H (1.25, -3.28, 2.35)
H (4.86, 1.94, -2.95)
H (-2.36, -3.73, -2.02)
H (-5.62, 3.62, 1.27)
H (6.85, 1.97, 2.45)
H (-0.03, -2.09, -3.13)
H (1.61, 0.82, 4.91)
H (3.35, 2.52, 3.72)
H (-0.17, -3.86, -3.11)
H (-0.41, 0.62, -5.22)
H (-7.10, 1.44, 1.28)
H (-6.39, -0.07, 1.88)
H (-0.48, 1.76, -2.40)
H (-2.42, 2.22, -4.72)
H (3.88, -0.25, -3.68)
H (-3.17, -4.61, 1.37)
H (-0.04, -2.97, -1.59)
H (5.53, 0.37, 3.97)
H (0.74, 0.30, -3.90)
H (-1.33, 3.44, -4.04)
H (3.71, -1.58, -2.51)
H (6.80, 0.07, -1.31)
H (0.66, 1.91, -4.63)
H (-3.70, -2.66, -3.82)
H (-5.98, 0.51, 0.26)
H (-2.40, -3.67, -4.49)
H (0.75, 2.36, 4.58)
H (-2.65, 2.79, -3.06)
H (6.00, 2.74, 1.09)
H (-5.93, -3.09, 1.62)
H (-2.70, 1.58, -0.50)
H (-5.05, -3.87, 2.95)
H (-5.47, -2.15, 3.06)
H (3.82, 0.04, 3.63)
H (6.08, -1.46, -1.83)
H (-3.88, 3.40, 1.46)
H (-3.08, -2.38, 2.47)
H (-2.23, -1.90, -4.46)
H (5.07, -0.58, 2.55)
H (5.07, 2.86, 4.07)
H (3.71, 2.10, -1.62)
H (-4.71, 2.74, 0.03)

Values from the calculation:
multiplicity: 8
maximum force: 1.325 eV/A
energy: -104448.382 eV
frontier orbital gap (alpha / beta): 7.65 / 7.85 eV

Partial charges, Löwdin, in e:
1. Gd 1.544
2. P 0.478
3. P 0.476
4. P 0.221
5. F -0.278
6. F -0.108
7. O -0.171
8. O -0.352
9. O -0.144
10. O -0.144
11. O -0.141
12. O -0.174
13. O -0.335
14. O -0.349
15. O 0.012
16. O -0.377
17. O -0.168
18. O -0.357
19. C -0.029
20. C -0.038
21. C -0.370
22. C -0.037
23. C -0.032
24. C -0.028
25. C -0.611
26. C -0.410
27. C -0.042
28. C -0.108
29. C -0.394
30. C -0.028
31. C -0.408
32. C -0.185
33. C -0.043
34. C -0.017
35. C -0.038
36. C -0.614
37. C -0.029
38. C -0.023
39. C -0.030
40. C -0.040
41. C -0.424
42. C -0.236
43. H 0.144
44. H 0.090
45. H 0.092
46. H 0.061
47. H 0.088
48. H 0.090
49. H 0.068
50. H 0.075
51. H 0.092
52. H 0.079
53. H 0.066
54. H 0.089
55. H 0.130
56. H 0.089
57. H 0.089
58. H 0.080
59. H 0.080
60. H 0.080
61. H 0.095
62. H 0.091
63. H 0.091
64. H 0.076
65. H 0.137
66. H 0.090
67. H 0.090
68. H 0.096
69. H 0.071
70. H 0.092
71. H 0.069
72. H 0.091
73. H 0.094
74. H 0.081
75. H 0.092
76. H 0.088
77. H 0.076
78. H 0.089
79. H 0.078
80. H 0.076
81. H 0.086
82. H 0.089
83. H 0.092
84. H 0.089
85. H 0.079
86. H 0.083
87. H 0.090
88. H 0.095
89. H 0.126
90. H 0.076
91. H 0.087
92. H 0.090
93. H 0.081
94. H 0.071